{
  "formula": "C7H16SSi",
  "method": "ωB97M-V/def2-TZVPD",
  "e_lumo_ha": -0.009,
  "relative_energy_kcal_mol": 100.1,
  "e_homo_ev": -8.497,
  "orbital_gap_ha": 0.304,
  "multiplicity": 1,
  "species": ["C", "C", "C", "C", "C", "C", "C", "Si", "S", "H", "H", "H", "H", "H", "H", "H", "H", "H", "H", "H", "H", "H", "H", "H", "H"],
  "positions_angstrom": [[-1.4859, -0.4203, 1.4808], [-0.6332, 0.2780, 2.5034], [-1.6715, 0.1261, -0.0502], [0.9450, 0.1072, 2.4426], [-0.3514, -0.4006, -0.7578], [1.7127, 0.9811, 1.5418], [0.9809, -0.6138, -3.6997], [-0.5924, -0.3565, -2.6980], [2.9302, 1.9491, 2.4546], [-1.1225, -1.3953, 1.4450], [-2.5699, -0.3097, 1.8320], [-0.9901, 1.3641, 2.4455], [-0.9752, -0.1390, 3.4194], [-2.5423, -0.3861, -0.3360], [-1.9028, 1.1936, -0.1848], [1.3729, 0.1553, 3.4742], [1.2025, -0.9432, 2.2088], [-0.0972, -1.4206, -0.6238], [0.5722, 0.1638, -0.4292], [1.7426, -0.0811, -3.1669], [1.2798, -1.6386, -3.6818], [0.9997, -0.2349, -4.7787], [-0.9540, 0.9186, -3.1563], [-1.5031, -1.3412, -3.1425], [3.6533, 2.4441, 1.4575]]
}